[1]
52
Properties=species:S:1:pos:R:3 method="wB97M-V/def2-TZVPD" total_charge=-1 lumo_ev=1.19 multiplicity=1 max_force_ev_per_a=8.1
F 0.30 -2.99 0.04
C -0.36 -1.76 -0.19
F -1.54 -1.94 -0.89
F -0.74 -1.30 1.06
S 0.41 -0.35 -1.20
N -2.65 1.01 0.99
S -3.57 1.00 -0.54
C -4.71 0.54 0.72
C -5.50 -0.57 0.49
C -6.33 -0.95 1.53
C -6.30 -0.26 2.74
C -5.41 0.81 2.95
C -4.57 1.21 1.93
O -3.81 2.38 -1.02
O -3.39 -0.08 -1.44
S -1.39 2.16 0.91
C -0.15 1.22 1.84
C -0.45 1.13 3.19
C 0.42 0.44 4.02
C 1.63 -0.06 3.51
C 1.98 0.20 2.19
C 1.10 0.86 1.35
O -0.77 2.44 -0.39
O -1.94 3.14 1.85
H -5.42 -1.10 -0.46
H -7.00 -1.78 1.36
H -6.98 -0.55 3.53
H -5.36 1.35 3.90
H -3.84 2.00 2.08
H -1.38 1.55 3.57
H 0.14 0.30 5.07
H 2.29 -0.65 4.16
H 2.93 -0.15 1.78
H 1.42 1.11 0.35
C 5.29 1.36 -1.84
N 4.30 0.42 -2.26
C 3.06 0.47 -1.65
O 2.89 1.40 -0.82
C 2.19 -0.57 -2.06
C 2.47 -1.53 -3.06
O 1.66 -2.42 -3.40
N 3.71 -1.43 -3.62
C 4.13 -2.44 -4.54
C 4.69 -0.52 -3.22
O 5.83 -0.55 -3.71
H 6.18 1.08 -2.39
H 4.96 2.36 -2.09
H 5.44 1.27 -0.76
H 1.41 -1.31 -1.29
H 4.62 -1.92 -5.37
H 4.84 -3.09 -4.03
H 3.24 -2.97 -4.85

[2]
99
Properties=species:S:1:pos:R:3 method="wB97M-V/def2-TZVPD" total_charge=-1 relative_energy_ev=1.798 lumo_ev=1.78 multiplicity=1 max_force_ev_per_a=1.6
Hf -0.27 0.69 -0.12
S -1.37 -1.65 1.39
P 0.59 -2.05 1.17
C 1.24 -0.87 0.14
P 2.92 -0.43 0.03
S 3.54 1.19 0.97
C 3.96 -1.88 0.49
C 3.84 -3.07 -0.22
C 4.65 -4.15 0.09
C 5.59 -4.05 1.11
C 5.72 -2.86 1.81
C 4.92 -1.78 1.49
C 3.29 -0.34 -1.75
C 4.42 0.34 -2.19
C 4.75 0.34 -3.54
C 3.96 -0.34 -4.45
C 2.83 -1.01 -4.02
C 2.49 -1.01 -2.67
C 1.30 -2.25 2.83
C 2.23 -1.36 3.33
C 2.67 -1.47 4.64
C 2.18 -2.47 5.46
C 1.22 -3.36 4.98
C 0.78 -3.24 3.68
C 0.70 -3.71 0.39
C 0.09 -3.79 -0.87
C 0.17 -4.96 -1.61
C 0.86 -6.06 -1.10
C 1.47 -5.98 0.14
C 1.40 -4.80 0.88
H 3.12 -3.15 -1.02
H 4.55 -5.07 -0.47
H 6.22 -4.90 1.35
H 6.45 -2.77 2.60
H 5.01 -0.83 2.02
H 5.02 0.89 -1.47
H 5.63 0.88 -3.88
H 4.21 -0.32 -5.51
H 2.19 -1.52 -4.73
H 1.59 -1.51 -2.33
H 2.61 -0.55 2.71
H 3.40 -0.76 5.02
H 2.53 -2.56 6.49
H 0.82 -4.13 5.62
H 0.00 -3.90 3.32
H -0.43 -2.93 -1.26
H -0.30 -5.01 -2.58
H 0.92 -6.97 -1.68
H 2.02 -6.82 0.53
H 1.92 -4.74 1.82
O 1.77 2.00 -3.25
C 0.86 2.25 -2.49
O 0.84 1.95 -1.22
C -0.38 2.93 -3.02
C -0.33 3.51 -4.32
C -1.45 4.09 -4.82
C -2.62 4.13 -4.02
C -3.83 4.73 -4.46
C -4.92 4.76 -3.64
C -4.85 4.21 -2.34
C -3.70 3.62 -1.90
C -2.57 3.55 -2.74
N -1.44 2.94 -2.27
H 0.60 3.44 -4.87
H -1.46 4.53 -5.80
H -3.87 5.16 -5.45
H -5.84 5.23 -3.98
H -5.71 4.27 -1.69
H -3.62 3.22 -0.90
O -2.63 -0.90 -3.29
C -2.23 -0.42 -2.25
O -1.01 -0.21 -1.90
C -3.23 0.08 -1.21
C -4.59 0.12 -1.44
C -5.40 0.75 -0.50
C -4.84 1.25 0.67
C -5.54 2.13 1.61
C -4.94 2.72 2.65
C -3.56 2.36 3.09
C -2.82 1.40 2.14
C -3.48 1.03 0.86
N -2.68 0.54 -0.08
H -4.97 -0.28 -2.37
H -6.46 0.89 -0.70
H -6.57 2.37 1.38
H -5.49 3.43 3.25
H -3.61 1.97 4.11
H -2.44 0.49 2.61
F -1.76 2.97 0.63
C -1.68 2.41 1.92
C -0.33 1.82 2.03
C 0.26 2.08 3.19
F 1.45 1.60 3.57
C -0.32 2.95 4.24
F 0.41 3.13 5.34
C -1.51 3.55 4.13
F -1.99 4.35 5.11
C -2.38 3.37 2.95
F -2.76 4.59 2.44

[3]
11
Properties=species:S:1:pos:R:3 method="wB97M-V/def2-TZVPD" total_charge=0 relative_energy_ev=3.084 lumo_ev=-0.73 multiplicity=1 max_force_ev_per_a=0.7
C 0.51 1.65 -0.13
C 0.47 0.21 0.33
C 1.34 -0.48 1.01
C -0.85 -0.54 0.13
O -1.89 0.08 0.05
N -0.76 -1.89 0.02
H 0.29 1.71 -1.20
H 1.48 2.11 0.06
H -0.27 2.20 0.41
H -1.63 -2.41 0.01
H 0.10 -2.39 0.17